{"formula": "C20H31F9NOPdSi2", "method": "ωB97M-V/def2-TZVPD", "species": ["Pd", "C", "N", "C", "C", "C", "C", "C", "C", "C", "C", "H", "H", "H", "H", "H", "H", "H", "H", "H", "H", "H", "H", "F", "C", "F", "F", "C", "O", "C", "F", "F", "F", "C", "F", "F", "F", "C", "Si", "C", "C", "C", "Si", "C", "C", "C", "H", "H", "H", "H", "H", "H", "H", "H", "H", "H", "H", "H", "H", "H", "H", "H", "H", "H", "H"], "xyz": [[-0.11289, -0.02154, 0.24482], [2.50679, 1.53752, -0.44076], [1.94834, 0.17511, -0.38734], [2.71933, -0.64049, 0.57796], [1.99397, -0.41150, -1.74369], [1.11730, -1.59446, -1.74806], [1.31179, -2.75594, -2.48784], [0.36363, -3.76984, -2.44637], [-0.78539, -3.63762, -1.67560], [-1.00370, -2.48463, -0.92462], [-0.02957, -1.52064, -0.99170], [3.51771, 1.49502, -0.85531], [2.55821, 1.94923, 0.56015], [1.89181, 2.17515, -1.07081], [3.78590, -0.47975, 0.40050], [2.48544, -1.69221, 0.44979], [2.47627, -0.34207, 1.59460], [3.02209, -0.63107, -2.04881], [1.59962, 0.33559, -2.43655], [2.19977, -2.85742, -3.10015], [0.52016, -4.67146, -3.02257], [-1.52184, -4.42934, -1.64377], [-1.88886, -2.38254, -0.31652], [-0.03700, -3.26269, 3.77405], [-0.43654, -2.50662, 2.76135], [-1.43686, -3.13532, 2.12873], [0.58728, -2.43904, 1.88158], [-0.86278, -1.06508, 3.18372], [-0.84714, -0.17685, 2.15670], [0.13003, -0.55389, 4.27726], [-0.02511, 0.75737, 4.46134], [-0.01108, -1.16605, 5.44858], [1.39853, -0.74605, 3.85388], [-2.29894, -1.15166, 3.79400], [-2.42823, -2.18447, 4.63090], [-3.20690, -1.28771, 2.82125], [-2.58935, -0.02943, 4.46021], [-3.60904, 2.73734, -1.38056], [-2.54842, 1.24049, -1.10264], [-3.40601, 0.02631, 0.00567], [-2.12024, 0.48273, -2.74737], [-0.88558, 1.81738, -0.33134], [-1.05125, 3.04355, 1.16711], [0.60264, 3.07277, 2.01866], [-2.34166, 2.57955, 2.39564], [-1.37327, 4.69773, 0.38897], [-4.49015, 2.41997, -1.94510], [-3.09710, 3.50794, -1.95976], [-3.95249, 3.17997, -0.44362], [-4.25349, -0.39395, -0.54359], [-3.78750, 0.50345, 0.90959], [-2.78229, -0.79966, 0.33528], [-3.02469, 0.12032, -3.24485], [-1.44594, -0.36544, -2.65340], [-1.66014, 1.22052, -3.41093], [-0.17019, 2.13928, -1.09331], [0.85915, 2.08150, 2.40330], [0.56184, 3.74757, 2.87778], [1.38514, 3.43470, 1.35279], [-2.30254, 1.51699, 2.61381], [-3.35415, 2.83925, 2.07577], [-2.13206, 3.11629, 3.32415], [-0.73101, 4.90723, -0.46867], [-1.17321, 5.45309, 1.15351], [-2.40962, 4.80377, 0.06856]], "forces_ev_per_a": [[1.4020, 0.0508, 1.3836], [0.0763, 0.0264, 0.1150], [-0.5857, 0.4759, -0.5674], [0.0820, 0.0086, 0.0534], [0.3591, 0.1725, -0.2207], [-0.1244, -0.6060, -0.5022], [0.0296, 0.0529, -0.0230], [-0.0546, 0.0304, 0.0193], [-0.0258, 0.0232, 0.0314], [0.0748, -0.3524, -0.1308], [-0.4979, 0.4702, 0.1694], [-0.0069, -0.0210, -0.0110], [-0.0104, 0.0067, 0.0585], [0.0345, -0.0067, 0.0073], [-0.0041, -0.0255, -0.0225], [-0.0516, -0.0438, 0.0047], [-0.0073, 0.0366, 0.0349], [0.0209, 0.0007, 0.1307], [0.0400, 0.0349, -0.0024], [-0.0043, -0.0325, 0.0232], [0.0017, 0.0018, 0.0046], [0.0215, -0.0138, -0.0281], [0.0089, -0.0481, 0.0259], [-0.0554, -0.0026, -0.0035], [0.0731, 0.0604, -0.1261], [0.0341, 0.0053, 0.0045], [0.0185, 0.0361, -0.0458], [-0.0243, 0.0784, 0.1055], [-0.5126, -0.2170, -0.0722], [0.0095, 0.0149, -0.0700], [0.0282, -0.0333, 0.0340], [0.0086, 0.0648, -0.0345], [-0.0539, 0.0194, 0.0185], [0.0392, -0.0024, 0.0440], [-0.0254, 0.0660, -0.0421], [0.0236, 0.0263, 0.0522], [-0.0124, -0.0755, 0.0071], [-0.0697, 0.2317, 0.0944], [0.3029, -0.1187, -0.4128], [-0.1456, -0.0007, 0.1589], [-0.1769, 0.0010, -0.2397], [-0.5430, -0.4651, -0.0931], [0.7009, -0.3286, 0.2097], [0.0747, 0.0230, 0.1258], [-0.4260, -0.0369, -0.1093], [-0.1056, 0.0875, -0.3218], [0.0144, 0.0138, 0.0126], [-0.0341, -0.0230, -0.0086], [-0.0316, -0.0171, -0.0502], [0.0000, 0.0173, 0.0128], [-0.0110, -0.0019, -0.0300], [-0.0601, 0.0188, 0.0631], [0.0302, 0.0308, -0.0086], [0.0273, -0.0204, -0.0589], [-0.0080, -0.0176, 0.0193], [-0.0529, 0.1248, 0.0653], [0.0715, 0.0510, -0.0098], [0.0043, -0.0249, -0.0190], [0.0446, 0.0469, 0.0565], [-0.0006, 0.0021, 0.0368], [0.0315, 0.0055, 0.0416], [-0.0335, 0.0246, -0.0181], [0.0247, 0.0303, 0.0443], [-0.0042, 0.0043, -0.0151], [0.0468, 0.0590, 0.0287]], "energy_ha": -2516.12768, "charge": 1, "lumo_energy_ev": -5.41, "e_above_lowest_ev": 0.042}

---

{"formula": "C15H15F3NO4S", "method": "ωB97M-V/def2-TZVPD", "species": ["F", "C", "F", "F", "S", "N", "C", "O", "C", "C", "C", "O", "H", "H", "H", "H", "C", "C", "O", "C", "C", "C", "C", "C", "C", "C", "C", "O", "H", "H", "H", "H", "H", "H", "H", "H", "H", "H", "H"], "xyz": [[-1.91411, 1.37231, 2.44448], [-0.88039, 0.51143, 2.17460], [-0.19861, 0.26056, 3.32480], [-1.48172, -0.62432, 1.75601], [0.12343, 1.38126, 0.94225], [1.45105, -2.17573, 1.08851], [0.98939, -3.41977, 0.90072], [-0.10205, -3.75065, 0.46575], [2.10957, -4.37847, 1.30808], [3.15324, -3.50377, 1.97449], [2.64133, -2.07629, 1.72980], [3.26227, -1.06053, 2.03148], [1.75952, -5.13285, 2.00651], [2.48997, -4.80401, 0.37670], [3.18251, -3.72623, 3.04573], [4.13958, -3.57621, 1.51236], [-0.85628, 5.44736, 1.11399], [-0.17536, 4.56979, 0.08890], [-1.10602, 3.49036, -0.20459], [-0.68386, 2.55309, -1.13661], [-0.95079, 1.18619, -0.46148], [-0.93187, -0.06051, -1.35377], [0.13017, -0.40858, -2.19182], [-0.09682, -1.23287, -3.31534], [-1.36320, -1.80159, -3.51263], [-2.34104, -1.68204, -2.51536], [-2.04647, -0.91124, -1.39102], [-0.20040, 2.83311, -2.19932], [-0.17977, 6.25287, 1.40946], [-1.75677, 5.89813, 0.68242], [-1.12810, 4.87759, 2.01147], [0.00160, 5.08031, -0.86542], [0.75387, 4.12089, 0.47262], [-1.96960, 1.30396, -0.05860], [1.12104, -0.01161, -1.99001], [0.69699, -1.39073, -4.05697], [-1.60004, -2.34648, -4.42369], [-3.31414, -2.16562, -2.63719], [-2.72809, -0.89910, -0.54728]], "forces_ev_per_a": [[0.0259, -0.4563, 0.7073], [-0.3541, -0.1971, 0.0197], [-0.7760, 0.4222, -1.3164], [0.7536, 0.7547, 0.3379], [1.6306, -1.7336, 1.2227], [-0.7820, 2.3354, -0.0950], [1.2052, 0.3881, 0.6972], [-0.2703, -0.3059, -0.1925], [0.1914, -0.4152, -0.0293], [0.1139, 0.0376, 0.0920], [-0.6416, -0.9409, -0.6281], [-0.1655, -0.1676, 0.0306], [-0.1882, -0.4295, -0.3219], [-0.0857, -0.4210, 0.1573], [0.4080, 0.1966, -0.0787], [0.1138, -0.1342, 0.3361], [0.0500, 0.1174, -0.0254], [-0.5782, -0.4126, -0.5949], [0.3998, 0.1005, -0.7076], [-0.4899, 0.5301, 0.2591], [-0.8407, -0.2611, -0.8154], [0.4750, -0.6056, 0.2003], [-0.1979, 0.1983, -0.7599], [-0.2325, 0.0660, 0.4740], [0.0003, 0.2989, 0.2449], [0.7899, -0.0663, -0.0751], [-0.6458, 0.8254, -0.2677], [-0.1722, -0.4443, 0.8068], [-0.0380, -0.0176, 0.0084], [0.1099, -0.1157, 0.1356], [0.0695, 0.0623, -0.2778], [0.2439, 0.1230, 0.3486], [-0.2366, 0.1928, -0.1240], [0.2075, -0.0620, -0.1942], [-0.1514, 0.2150, -0.2577], [-0.3058, 0.0099, 0.4824], [0.1757, 0.0316, 0.1324], [0.4345, 0.0162, 0.2579], [-0.2462, 0.2646, -0.1897]], "energy_ha": -1634.15501, "charge": -1, "lumo_energy_ev": 2.81}

---

{"formula": "C4H12N3O", "method": "ωB97M-V/def2-TZVPD", "species": ["C", "N", "C", "O", "H", "H", "H", "H", "H", "H", "C", "C", "N", "N", "H", "H", "H", "H", "H", "H"], "xyz": [[1.23175, -2.43866, 1.50251], [0.89069, -2.70987, 0.11131], [-0.55193, -2.39646, -0.13148], [-0.92426, -1.14871, 0.19174], [0.85688, -1.46404, 1.82966], [2.31711, -2.47088, 1.64470], [0.81277, -3.22196, 2.14175], [1.41400, -2.06031, -0.46475], [-1.09194, -3.19026, 0.42985], [-0.70640, -2.62891, -1.21175], [-0.46359, 2.04973, -1.03727], [-0.00660, 2.45982, 0.15177], [0.91834, 3.57385, 0.20187], [-1.35109, 1.02420, -1.26399], [-0.10362, 2.59142, -1.90931], [-0.27075, 1.98294, 1.08922], [1.74937, 3.34311, 0.73327], [0.50026, 4.38101, 0.65387], [-1.20720, 0.11021, -0.71394], [-1.56812, 0.88159, -2.23194]], "forces_ev_per_a": [[0.1910, -0.0004, -0.0748], [0.0019, -0.2503, 0.0543], [0.0536, 0.3107, -0.2707], [-0.1281, -0.0662, 0.1704], [-0.0405, -0.0036, 0.1070], [-0.0068, 0.0116, -0.0615], [-0.1229, 0.0466, -0.0018], [-0.0127, 0.1321, -0.0079], [-0.0664, -0.0251, 0.0921], [0.0674, -0.1040, 0.0151], [-0.1946, -0.2359, 0.0634], [0.3245, 0.2340, -0.0087], [0.0150, 0.1408, -0.0488], [0.1014, -0.0900, 0.2101], [-0.0622, 0.1562, 0.0108], [-0.1722, -0.1829, -0.1113], [-0.0196, -0.0308, -0.0158], [0.0273, -0.0933, 0.0231], [-0.0660, 0.1405, 0.0293], [0.1100, -0.0898, -0.1743]], "energy_ha": -399.09039, "charge": -1, "lumo_energy_ev": 4.04, "e_above_lowest_ev": 1.816}